{
  "formula": "C19H19ClMoN5O4S2SbSe4",
  "method": "ωB97M-V with the def2-TZVPD basis set",
  "elements": ["Mo", "Se", "Sb", "Se", "Se", "Se", "N", "C", "O", "C", "C", "H", "H", "H", "H", "H", "H", "C", "C", "N", "C", "C", "C", "C", "C", "C", "C", "C", "N", "C", "N", "H", "H", "H", "H", "H", "H", "H", "H", "H", "Cl", "C", "C", "C", "C", "N", "C", "H", "H", "H", "H", "O", "S", "O", "O", "S"],
  "xyz": [[0.5040, 0.1782, -0.6109], [2.7564, 4.5615, 4.1964], [0.3312, 4.6934, 3.7985], [0.3237, 2.6724, -0.8500], [-0.1691, 4.2243, 1.1818], [-0.7684, 3.0887, 5.2979], [1.3740, 1.5265, 3.5428], [1.3407, 1.1638, 2.2690], [0.3984, 0.5073, 1.7853], [2.5033, 1.4725, 1.3706], [2.4203, 0.4522, 0.2539], [0.5007, 1.5381, 4.0650], [2.0437, 2.2329, 3.8405], [3.4423, 1.4059, 1.9298], [2.3909, 2.5032, 1.0392], [2.8154, -0.5019, 0.6073], [3.0094, 0.7109, -0.6342], [1.8917, -3.3729, 2.0538], [1.3085, -2.1638, 1.7523], [0.7961, -1.8991, 0.5374], [0.7988, -2.8758, -0.3571], [1.4350, -4.1135, -0.1822], [2.0021, -4.3399, 1.0595], [1.6206, -5.0748, -1.2808], [0.9148, -5.2472, -2.3956], [-0.3900, -4.6597, -2.7515], [-0.6687, -4.3036, -4.0620], [-1.9181, -3.7707, -4.3198], [-2.8425, -3.6234, -3.3760], [-2.4656, -3.9817, -2.1526], [-1.3010, -4.4969, -1.7853], [2.2907, -3.5391, 3.0454], [1.2613, -1.3564, 2.4695], [0.2958, -2.6565, -1.2836], [2.5243, -5.2702, 1.2569], [2.5314, -5.6606, -1.1903], [1.3400, -5.8950, -3.1550], [0.0810, -4.3769, -4.8365], [-2.1818, -3.4409, -5.3180], [-3.1979, -3.8432, -1.3627], [-4.7316, -0.2631, -2.2449], [-3.6802, -0.4729, -0.8890], [-4.0984, -1.1619, 0.2325], [-3.2205, -1.2677, 1.2981], [-1.9447, -0.7479, 1.1862], [-1.5395, -0.1187, 0.0753], [-2.4144, 0.0815, -0.9144], [-5.0905, -1.5931, 0.2696], [-3.5147, -1.7633, 2.2126], [-1.2210, -0.8042, 1.9798], [-2.0766, 0.6835, -1.7465], [-0.6563, -1.4321, -2.6734], [0.5861, -1.0671, -3.4045], [0.5349, -1.2536, -4.8416], [1.7427, -1.7251, -2.7745], [0.7508, 0.9579, -2.8737]],
  "mulliken_spin": [1.88, 0.01, 0.01, 0.08, 0.01, 0.00, 0.00, 0.01, -0.02, -0.02, -0.04, 0.00, 0.00, 0.00, 0.00, 0.02, 0.00, 0.00, 0.02, -0.02, 0.01, 0.00, 0.01, 0.00, 0.00, 0.00, 0.00, 0.00, 0.00, 0.00, 0.00, 0.00, 0.00, 0.00, 0.00, 0.00, 0.00, 0.00, 0.00, 0.00, 0.00, -0.02, 0.02, -0.01, 0.04, 0.00, 0.04, 0.00, 0.00, 0.00, 0.01, 0.01, 0.02, 0.01, 0.02, -0.08],
  "multiplicity": 3,
  "fmax_ev_per_a": 2.6,
  "total_charge": -2,
  "relative_energy_kcal_mol": 72.0,
  "gap_ev": [4.721, 4.695]
}

=====

{
  "formula": "C3H8N2OS",
  "method": "ωB97M-V with the def2-TZVPD basis set",
  "elements": ["N", "C", "O", "C", "N", "C", "S", "H", "H", "H", "H", "H", "H", "H", "H"],
  "xyz": [[0.9762, -0.5425, -2.0891], [1.0465, -0.8099, -0.7613], [2.0562, -1.0411, -0.1162], [-0.2077, -0.5815, 0.0957], [-1.3624, -0.1123, -0.7537], [0.1753, 0.4164, 1.2247], [-1.3467, 0.8658, 2.1706], [0.0327, -0.3934, -2.4120], [1.7135, 0.0464, -2.4651], [-0.3236, -1.6184, 0.4415], [-1.1394, 0.8775, -0.8565], [-2.1213, -0.1123, -0.0740], [0.7287, -0.1347, 1.9775], [0.6546, 1.2468, 0.7206], [-0.8827, 1.8931, 2.8974]],
  "mulliken_charge": [-0.46, 0.21, -0.58, 0.19, -0.79, -0.69, -0.26, 0.31, 0.24, 0.28, 0.28, 0.32, 0.37, 0.44, 0.13],
  "smiles": "NC(=O)[C@H](N)CS",
  "fmax_ev_per_a": 2.3,
  "total_charge": 0,
  "relative_energy_kcal_mol": 21.3,
  "gap_ev": 10.083
}

=====

{
  "formula": "C3H5NO",
  "method": "ωB97M-V with the def2-TZVPD basis set",
  "elements": ["O", "C", "C", "C", "N", "H", "H", "H", "H", "H"],
  "xyz": [[1.2467, -0.0423, 1.7206], [1.2754, -0.3489, 0.5553], [0.1637, -0.0187, -0.4109], [-1.6620, 0.0025, -0.1418], [-0.7139, 1.0457, 0.0660], [2.1325, -0.8919, 0.1137], [0.4814, 0.0912, -1.4468], [-1.8827, 0.0431, -1.2308], [-0.5084, -1.0025, -0.2940], [-0.5325, 1.1219, 1.0688]],
  "mulliken_charge": [-0.46, -0.02, -0.09, -0.47, -0.43, 0.34, 0.38, 0.18, 0.23, 0.33],
  "fmax_ev_per_a": 0.6,
  "total_charge": 0,
  "relative_energy_kcal_mol": 108.4,
  "gap_ev": 8.949
}

=====

{
  "formula": "C2HO4",
  "method": "ωB97M-V with the def2-TZVPD basis set",
  "elements": ["C", "C", "O", "O", "O", "O", "H"],
  "xyz": [[0.6433, -1.5202, -1.7463], [0.4994, -0.5349, 0.1644], [1.1636, -2.6283, -1.7399], [0.2664, -0.6668, -2.4992], [-0.2346, -0.9719, 1.2644], [1.2208, -0.9012, 1.3047], [0.2620, 0.4759, -0.2418]],
  "mulliken_charge": [0.52, 0.03, -0.55, -0.56, -0.30, -0.30, 0.15],
  "fmax_ev_per_a": 3.9,
  "total_charge": -1,
  "relative_energy_kcal_mol": 128.4,
  "gap_ev": 7.498
}